Molecular formula: C29H51IN3O6PS3
Method: DFT, the ωB97M-V functional and the def2-TZVPD basis

As for the total energy: -3584.6191 a.u. The calculation puts the frontier orbital gap at 0.2763 Eh. As for the total charge: 0.

CARTESIAN COORDINATES (ANGSTROEM)
C 1.38437 1.47702 1.51947
C 1.39881 0.43753 0.59656
C 2.38068 0.27941 -0.61200
C 3.87248 0.30252 -0.08341
C 4.16516 -0.30616 1.33472
C 4.58135 -1.86100 1.33337
S 3.51215 -2.97006 2.30877
C 2.50058 -2.05139 3.47969
S 3.18822 -1.14723 4.69873
N 1.07984 -2.08162 3.41683
C 0.31825 -2.33619 2.27019
C -1.10278 -2.25399 2.50406
N -1.15707 -1.95808 3.90078
C 0.08318 -1.87876 4.41189
C 2.16109 1.39705 -1.77304
C 0.89544 2.30490 -1.60564
C -0.53388 1.68838 -1.57772
C -1.49132 2.72307 -0.78854
C -2.28419 2.03114 0.41155
C -3.81489 2.49647 0.44288
C -4.81124 1.32343 0.85069
C -5.14231 0.46436 -0.45608
C -4.17606 -0.79777 -0.54104
C -4.69892 -1.77175 -1.69511
C -3.49748 -2.78327 -2.05465
C -2.83290 -2.32392 -3.41133
C -1.84268 -3.48005 -3.88912
O -1.08574 -3.96160 -2.77048
C 0.21353 -4.40800 -3.16698
C 2.52394 0.91280 -3.24126
I 0.86168 0.46272 -4.56748
P 3.53514 2.25314 -4.21635
N 3.39484 3.81453 -3.47409
O 5.19894 1.88940 -4.10259
C 3.44777 -0.38746 -3.30978
O 2.77007 -1.57105 -2.83651
S 1.93948 -1.33654 -1.43480
O 2.23837 -2.48984 -0.57524
O 0.49915 -1.40259 -1.72590
H 2.18950 1.70339 2.26689
H 0.47441 2.13302 1.56349
H 0.58080 -0.33411 0.69900
H 4.49100 -0.31857 -0.80523
H 4.36344 1.32076 -0.11893
H 3.44632 -0.05175 2.14723
H 5.13098 0.19264 1.66509
H 4.60778 -2.19790 0.25653
H 5.64486 -1.97316 1.69820
H 0.70718 -2.56618 1.25217
H -1.90888 -2.37801 1.75557
H 0.37084 -1.68336 5.46314
H 3.01705 2.11124 -1.53688
H 1.04650 2.92975 -0.67669
H 0.91946 3.06356 -2.44844
H -1.03876 1.56872 -2.57867
H -0.66459 0.71399 -1.04807
H -0.94921 3.64580 -0.45418
H -2.29331 3.08046 -1.50289
H -1.85909 2.41574 1.38946
H -2.18160 0.91724 0.43586
H -3.93429 3.34263 1.18537
H -4.16784 2.88402 -0.54879
H -5.78416 1.82465 1.13991
H -4.39829 0.70675 1.68806
H -5.10180 1.08548 -1.38787
H -6.18946 0.05380 -0.36465
H -3.12383 -0.53120 -0.83321
H -4.18271 -1.34542 0.44550
H -5.54885 -2.40938 -1.34270
H -4.92312 -1.16483 -2.61313
H -2.71381 -2.70335 -1.24905
H -3.89835 -3.83120 -2.13627
H -3.62741 -2.17226 -4.18860
H -2.23269 -1.38204 -3.27293
H -1.18053 -3.01624 -4.68163
H -2.44611 -4.32639 -4.34221
H 0.19999 -4.81406 -4.22580
H 0.99852 -3.60704 -3.13866
H 0.50065 -5.24964 -2.48104
H 2.45604 4.20881 -3.51316
H 3.81318 3.87613 -2.54166
H 5.43473 1.70994 -3.16782
H 3.59493 -0.56397 -4.41865
H 4.48033 -0.23862 -2.90456
C 0.40714 3.09048 6.61331
C -0.22630 2.42991 5.41554
O 0.07636 2.75137 4.28494
C -1.24930 1.35508 5.67873
H 1.12183 3.84183 6.27594
H -0.35925 3.58153 7.21601
H 0.93681 2.34660 7.21160
H -2.08939 1.76962 6.23971
H -0.79124 0.53563 6.23527
H -1.61954 0.96856 4.72884

Molecular formula: C4H13N2Si
Method: DFT, the ωB97M-V functional and the def2-TZVPD basis

The calculation puts the energy above the lowest of the compared OMol25 structures with the same formula, charge and spin at 0.781 eV. As for the total energy: -558.9759 a.u. The calculation puts the frontier orbital gap at 0.3927 Eh. As for the total charge: +1.

CARTESIAN COORDINATES (ANGSTROEM)
C -2.06249 1.22501 0.29505
C 0.22990 -1.22873 -1.57074
C 0.63108 -1.05793 1.57357
C 2.40842 1.03112 -0.36577
N -0.82713 1.28144 -0.11067
N -2.61546 0.00696 0.25488
Si 0.97743 -0.28219 -0.14036
H -2.56421 2.12080 0.71686
H 0.79150 -2.19507 -1.61539
H -0.88683 -1.36113 -1.43947
H 0.39886 -0.72953 -2.58991
H 1.55202 -1.51306 1.81091
H 0.14690 -0.40154 2.33150
H -0.13384 -1.75643 1.23817
H 2.68990 0.95987 -1.38427
H 2.04965 2.07528 -0.12178
H 3.17843 0.69228 0.34385
H -0.34681 2.15661 -0.13878
H -3.47276 -0.20032 0.76260
H -2.14456 -0.82344 0.14973